# 1
CH2IOP | ωB97M-V/def2-TZVPD

Structure (XYZ):
```
6
Properties=species:S:1:pos:R:3
C 0.06319 0.54754 -0.20499
O 0.92142 1.15631 0.35312
P 2.46211 3.33763 1.47346
I 2.04675 1.69713 3.21615
H -0.81147 1.20891 -0.64702
H 0.04479 -0.41738 -0.41743
```

As for the highest occupied orbital energy (spin up / spin down): -0.291 / -0.291 hartree. For the total energy, the calculation gives -753.4738 a.u. The value obtained for the molar mass is 187.90 g mol⁻¹. The calculation puts the max |F| at 7.0 eV/Å. The orbital gap (spin up / spin down) comes out at 6.76 / 6.75 eV. The energy above the lowest of the compared OMol25 structures with the same formula, charge and spin is 259.80 kJ/mol.

***

# 2
BrNO5S | ωB97M-V/def2-TZVPD

Structure (XYZ):
```
8
Properties=species:S:1:pos:R:3
N 0.83499 0.72735 0.44824
O 0.34142 1.67509 0.01014
O 1.80757 0.10574 0.24764
O -2.22156 -1.50759 -1.23376
O -0.37786 -0.08803 -1.86422
O 0.18652 0.41668 1.69752
S -1.60250 -0.78540 -2.26371
Br 1.03141 -0.54384 2.95816
```

As for the highest occupied orbital energy: -0.391 hartree. For the total energy, the calculation gives -3402.9508 a.u. The value obtained for the molar mass is 205.97 g mol⁻¹. The calculation puts the max |F| at 3.6 eV/Å. The orbital gap comes out at 9.31 eV. The energy above the lowest of the compared OMol25 structures with the same formula, charge and spin is 19.37 kJ/mol.

***

# 3
C4H9N2O | ωB97M-V/def2-TZVPD

Structure (XYZ):
```
16
Properties=species:S:1:pos:R:3
C 1.30690 -1.67753 0.99826
C -1.44329 -0.49681 0.37766
C -0.24532 0.03521 0.40406
C -2.68383 0.23523 0.20491
N 1.00285 -0.61272 0.54768
N 2.23929 0.97031 -1.05292
O 1.85497 -2.66802 1.26690
H -1.39473 -1.60277 0.47015
H -0.12266 1.15092 0.49836
H -2.53162 1.39293 0.04270
H -3.44107 0.05434 0.99447
H -3.26153 -0.33458 -0.64244
H 1.74485 0.27867 -0.29530
H 3.29567 1.05354 -0.88901
H 1.55809 1.74434 -0.98723
H 2.12142 0.47693 -1.93824
```

As for the highest occupied orbital energy: -0.491 hartree. For the total energy, the calculation gives -342.2618 a.u. The value obtained for the molar mass is 101.13 g mol⁻¹. As for the charge: +1. The calculation puts the max |F| at 4.5 eV/Å. The orbital gap comes out at 9.61 eV. The energy above the lowest of the compared OMol25 structures with the same formula, charge and spin is 250.72 kJ/mol.

***

# 4
C28H75N3O14 | ωB97M-V/def2-TZVPD

Structure (XYZ):
```
120
Properties=species:S:1:pos:R:3
C 2.16311 -6.50672 -10.53315
O 1.98338 -5.40816 -9.57573
C 2.21343 -5.68908 -8.21153
C 1.61414 -4.48996 -7.45024
N 1.36504 -4.90641 -6.10003
C 0.86466 -3.74715 -5.37723
C 0.62208 -4.08121 -3.84566
O 0.21284 -3.23463 -3.17375
C -0.30691 -3.68180 -1.95327
H 1.91045 -6.09588 -11.55606
H 1.51422 -7.31687 -10.19243
H 3.14894 -6.91206 -10.46505
H 3.28094 -5.67699 -7.95921
H 1.68912 -6.60463 -8.00987
H 0.73828 -4.26606 -8.09053
H 2.32086 -3.52635 -7.56832
H 2.24371 -5.14675 -5.69744
H -0.20546 -3.55947 -5.74390
H 1.48065 -2.84802 -5.39676
H 1.60171 -4.26136 -3.42360
H -0.03562 -4.99194 -3.95985
H 0.53678 -3.95293 -1.26237
H -0.94942 -4.58063 -1.93119
H -0.78132 -2.84061 -1.60047
C -2.67543 1.33932 4.50319
O -2.87102 2.28198 5.61438
C -3.98471 3.17351 5.48887
C -4.15329 3.88165 6.83127
N -5.29323 4.74396 6.71898
C -5.78359 5.26670 8.04831
C -7.11764 5.95425 7.79521
O -7.59689 6.72642 8.72940
C -8.72171 7.47322 8.30055
H -3.22662 1.60581 3.61546
H -3.11503 0.40396 4.75372
H -1.59727 1.17354 4.32337
H -4.84950 2.55854 5.26394
H -4.05583 3.89635 4.74765
H -3.18357 4.46079 7.03619
H -4.21451 3.17760 7.63516
H -4.98688 5.50678 6.17367
H -5.09366 5.96768 8.46133
H -5.90290 4.38883 8.72557
H -7.77703 5.10634 7.60271
H -7.13552 6.47804 6.87194
H -9.47331 6.74246 8.05219
H -8.78852 8.02572 7.35477
H -9.22657 8.00923 9.18425
C 3.28759 1.84013 -3.38272
O 2.39801 2.45272 -2.54238
C 2.08140 1.59215 -1.46284
C 3.10330 1.96191 -0.33529
N 3.10965 1.02296 0.70260
C 4.35838 0.51225 1.18547
C 4.10694 -0.38083 2.38731
O 5.06452 -0.88359 3.02982
C 6.08644 -1.61696 2.31639
H 4.22044 1.60052 -3.00056
H 3.61719 2.47290 -4.16514
H 2.75517 0.98551 -3.86657
H 1.91989 0.55767 -1.79144
H 1.07464 1.92694 -1.23914
H 2.68916 2.82378 0.22008
H 4.13762 2.20611 -0.66458
H 2.77884 1.54248 1.52407
H 5.01255 1.30722 1.35726
H 4.78428 -0.02251 0.41580
H 3.33543 -1.11179 2.07233
H 3.60061 0.19825 3.19450
H 6.66078 -2.10660 3.10086
H 6.75991 -0.96835 1.67704
H 5.74973 -2.58418 1.83811
C -3.77520 -1.80231 0.47185
C -3.63710 -0.55627 -0.14165
O -3.03330 -0.64176 -1.39337
H -4.54552 -1.70805 1.26140
H -2.78418 -2.10840 0.84386
H -4.22374 -2.56795 -0.12628
H -2.95028 0.18206 0.35357
H -4.61787 -0.13056 -0.19602
H -3.45985 -1.22090 -2.05826
C -0.88823 1.19160 -3.69796
C -0.46031 -0.18423 -3.56832
O 0.32201 -0.56525 -4.60127
H -0.11495 1.93244 -3.40188
H -1.65684 1.45558 -2.89314
H -1.29341 1.36570 -4.71372
H -1.30907 -0.80496 -3.63551
H -0.13680 -0.28254 -2.59144
H 0.69102 -1.45327 -4.40684
C 0.08018 -0.87474 0.45718
C -0.01322 -1.05547 1.84985
O -1.30184 -0.61398 2.30162
O 1.44222 -1.25267 0.02450
H 0.03546 0.14238 0.07328
H -0.76205 -1.28733 -0.10314
H 0.86624 -0.72824 2.39023
H 0.01378 -2.19931 1.91467
H -1.33864 0.35645 2.45505
H 2.12040 -0.62204 0.14211
C 3.89718 -2.81334 -1.52704
C 3.60373 -1.62465 -2.32216
O 2.50809 -1.78108 -3.05275
O 4.82441 -2.33640 -0.59905
H 4.34444 -3.66474 -1.98337
H 2.98631 -3.13661 -0.98006
H 4.50717 -1.54700 -2.88394
H 3.47732 -0.76349 -1.63752
H 1.77659 -1.63323 -2.43373
H 5.66727 -2.73078 -0.71491
C 1.22962 3.29053 2.86439
C 0.38786 2.35979 2.28171
O -1.00778 2.73668 2.22426
O 2.51922 2.77522 2.91109
H 0.88588 3.33285 3.88541
H 0.91917 4.23726 2.39284
H 0.38728 1.42744 2.88144
H 0.74405 2.06098 1.26591
H -1.03893 3.35549 1.48389
H 3.01836 3.14342 3.60783
```

The SMILES is COCCNCCOC.COCCNCCOC.COCCNCCOC.OCCO.OCCO.OCCO.CCO.CCO. As for the highest occupied orbital energy: -0.328 hartree. For the total energy, the calculation gives -2328.8887 a.u. The value obtained for the molar mass is 677.91 g mol⁻¹. The calculation puts the max |F| at 18.2 eV/Å. The orbital gap comes out at 9.26 eV. The energy above the lowest of the compared OMol25 structures with the same formula, charge and spin is 888.23 kJ/mol.